C5H11N2 | ωB97M-V with the def2-TZVPD basis set

Atoms and positions in Å:
C 3.2218 1.6039 -0.1980
C -0.4974 1.4873 -1.2037
C 2.7529 0.4184 0.0654
C 0.2822 0.6630 -0.4882
C -1.8924 -0.7495 0.5225
N -2.2677 -1.9377 1.0405
N -0.2550 -0.5078 0.2488
H 4.3557 1.9455 -0.0085
H 2.6369 2.4701 -0.5596
H -1.4598 1.0991 -1.3789
H -0.1432 2.4302 -1.5672
H 3.0690 -0.5881 0.0522
H -2.4402 -0.5477 -0.4010
H -2.0568 0.0502 1.1539
H -2.9179 -2.5607 0.4682
H -2.1410 -1.8798 2.0727
H 0.2450 -0.7551 1.1365
H -0.2103 -1.2525 -0.4576

Output
E	-306.12819	Eh
net charge	+1
orbital gap (spin up / spin down)	8.3 / 8.5	eV